The following is a quantum chemistry calculation of a 3-piece molecular cluster, C3H10O3 overall in a non-equilibrium geometry, from OMol25.

Summary:
SMILES = CCC=O.O.O
max |F| = 0.0567 Eh/bohr
ΔE to the lowest compared entry with this formula, charge and spin = 21.4 kcal per mole
LUMO = 0.52 eV
E_tot = -345.98042 hartree

Cartesian coordinates (Å):
C (-1.775, -0.695, -1.347)
C (-0.416, -0.159, -0.858)
C (0.772, -1.121, -0.593)
O (1.927, -0.725, -0.825)
H (-1.623, -1.420, -2.236)
H (-2.335, 0.248, -1.690)
H (-2.401, -1.196, -0.632)
H (0.149, 0.511, -1.481)
H (-0.661, 0.401, 0.062)
H (0.564, -2.223, -0.395)
O (2.194, 1.073, 1.374)
H (2.289, 0.237, 0.829)
H (2.161, 1.957, 0.940)
O (-0.527, 0.699, 2.402)
H (0.374, 0.777, 1.923)
H (-0.692, 1.636, 2.527)

Cartesian forces, eV/Å:
C 0.61 0.64 -2.78
C 0.51 -0.83 1.62
C 0.60 0.12 -1.36
O -2.25 -1.16 1.00
H -0.46 1.29 1.24
H 0.60 -1.63 0.24
H 0.11 -0.14 0.63
H -0.67 0.69 -0.83
H 0.50 -0.26 -0.08
H 0.30 1.03 0.18
O -0.31 -0.35 0.38
H 0.06 2.27 -0.07
H 0.28 -1.76 -0.36
O 1.93 0.37 -1.29
H -1.41 -0.44 1.18
H -0.41 0.14 0.31


The following is a quantum chemistry calculation of C10H30BrCuN6O4 as an isolated structure in a non-equilibrium geometry, from OMol25.

Summary:
max |F| = 0.1707 Eh/bohr
ΔE to the lowest compared entry with this formula, charge and spin = 131.1 kcal per mole
LUMO (alpha / beta) = -2.84 / -7.57 eV
E_tot = -5242.70751 hartree
2S+1 = 2
total charge = +1

Cartesian coordinates (Å):
Cu (4.224, -1.071, 0.824)
Br (1.552, -0.557, 1.492)
C (2.665, -3.262, -1.165)
O (3.512, -2.705, -0.478)
N (1.645, -2.690, -1.548)
N (2.735, -4.548, -1.530)
H (1.405, -1.827, -1.082)
H (0.874, -3.271, -1.844)
H (3.518, -5.080, -1.177)
H (1.986, -5.046, -1.988)
C (3.629, -3.720, 2.785)
O (4.100, -2.695, 2.382)
N (2.314, -3.831, 2.932)
N (4.308, -4.829, 3.036)
H (1.784, -2.997, 2.725)
H (1.907, -4.754, 2.895)
H (3.865, -5.709, 3.261)
H (5.271, -4.663, 3.293)
C (-2.741, 0.304, 1.124)
C (-2.217, 1.513, 1.931)
C (-3.356, 2.237, 2.572)
O (-4.243, 2.713, 1.574)
C (-5.396, 3.463, 2.164)
N (-1.204, 0.987, 2.816)
H (-1.910, -0.358, 0.881)
H (-3.326, 0.686, 0.287)
H (-3.379, -0.367, 1.698)
H (-1.663, 2.221, 1.314)
H (-2.947, 3.121, 3.061)
H (-3.833, 1.680, 3.377)
H (-5.093, 4.281, 2.818)
H (-5.987, 2.828, 2.823)
H (-6.130, 3.876, 1.472)
H (-0.494, 0.546, 2.249)
H (-1.614, 0.199, 3.297)
C (-0.836, 1.281, -1.624)
C (0.418, 1.927, -2.214)
C (0.213, 2.992, -3.305)
O (-0.563, 2.572, -4.414)
C (0.251, 1.846, -5.350)
N (1.297, 2.279, -1.052)
H (-1.353, 0.689, -2.380)
H (-1.426, 2.091, -1.195)
H (-0.488, 0.608, -0.842)
H (0.903, 1.082, -2.702)
H (1.174, 3.338, -3.684)
H (-0.293, 3.894, -2.959)
H (-0.446, 1.576, -6.144)
H (0.654, 0.927, -4.924)
H (1.097, 2.492, -5.583)
H (1.372, 1.402, -0.558)
H (2.263, 2.327, -1.343)

Cartesian forces, eV/Å:
Cu -1.20 -1.18 0.26
Br -0.12 0.10 -0.15
C 4.64 -2.95 2.10
O 1.99 0.55 0.78
N -7.43 4.05 -2.34
N 1.25 -1.97 0.08
H -0.04 0.10 -0.10
H -0.06 0.50 -0.18
H -0.21 0.05 -0.20
H 0.30 0.23 0.11
C -1.58 -0.72 -0.53
O 2.31 2.86 -0.41
N -1.97 -0.38 0.26
N 1.93 -1.25 0.39
H -0.18 -0.28 -0.27
H -0.31 0.46 0.23
H 0.22 0.40 0.27
H -0.04 -0.52 -0.26
C 0.25 -1.05 0.12
C 0.80 0.90 -0.33
C -0.65 1.75 0.74
O -1.58 0.48 0.55
C 0.57 -0.73 0.63
N -2.39 -1.20 -1.00
H 0.03 0.32 -0.82
H 0.32 0.01 -0.13
H -0.32 0.44 0.45
H -0.30 -0.12 -0.56
H 0.29 0.15 0.28
H -0.35 -0.50 -0.14
H 0.63 0.12 -0.24
H 0.18 -0.54 -0.05
H 0.79 -0.33 -0.77
H 2.30 0.31 -0.29
H -0.08 -0.05 1.48
C 0.47 0.76 -0.30
C 0.58 -1.26 0.00
C -0.34 0.66 0.33
O 0.60 -0.86 0.29
C -0.86 0.28 0.81
N -0.32 0.09 -0.64
H -0.31 0.32 0.08
H -0.51 -0.28 0.05
H -0.20 -0.07 0.14
H 0.23 -0.09 -0.56
H 0.40 -0.04 0.15
H -0.07 -0.09 0.52
H 0.55 0.23 -0.35
H -0.03 -0.17 0.14
H -0.04 -0.10 -0.78
H -0.42 -0.17 0.70
H 0.27 0.78 -0.55


The following is a quantum chemistry calculation of one molecule with the formula C7H14OSi in a non-equilibrium geometry, from OMol25.

Summary:
max |F| = 0.0883 Eh/bohr
ΔE to the lowest compared entry with this formula, charge and spin = 39.2 kcal per mole
LUMO (alpha / beta) = 0.82 / -2.21 eV
E_tot = -639.62531 hartree
2S+1 = 3

Cartesian coordinates (Å):
C (-1.654, 2.025, 0.809)
C (-1.695, 0.691, 0.817)
C (-1.618, -1.857, -0.073)
C (-0.813, 0.194, -1.459)
C (1.930, 1.217, 0.464)
C (1.834, -1.646, -0.567)
C (-0.935, -0.244, -0.026)
O (-2.300, -2.206, 0.873)
Si (0.900, -0.387, 0.669)
H (-1.892, 2.649, 1.632)
H (-1.085, 2.667, 0.168)
H (-2.025, 0.227, 1.693)
H (-1.417, -2.532, -0.867)
H (0.043, -0.320, -2.026)
H (-0.485, 1.318, -1.364)
H (-1.713, 0.149, -1.979)
H (1.381, 2.104, 0.910)
H (2.941, 0.995, 1.061)
H (1.872, 1.498, -0.594)
H (1.967, -2.552, 0.013)
H (1.318, -2.058, -1.466)
H (2.735, -1.332, -0.886)
H (0.711, -0.599, 2.195)

Cartesian forces, eV/Å:
C 0.88 -0.09 -0.12
C 0.83 0.71 0.04
C 2.15 3.17 -1.71
C 3.51 1.84 0.25
C -0.62 0.18 1.84
C -3.96 -1.38 1.74
C 0.41 -1.72 -0.92
O -1.96 -0.80 3.12
Si -0.09 -0.23 -0.84
H -1.03 -0.13 1.05
H 0.10 -0.28 -1.22
H -1.08 -0.54 1.29
H 0.63 -0.22 -0.95
H -1.46 0.59 0.75
H -0.63 -1.89 -0.57
H -1.53 -0.09 -1.00
H 0.80 -1.08 0.16
H -1.94 0.89 -1.93
H 1.22 -0.40 0.02
H 0.39 -0.33 0.27
H -0.20 0.80 0.69
H 3.17 1.39 -0.81
H 0.41 -0.37 -1.15